Computed, not measured: the molecule C3H5NO2, with ωB97M-V/def2-TZVPD.

Properties
Energy relative to the best compared isomer or geometry (same formula, charge and spin)   127.9 kcal per mole
Maximum force   0.0394 Eh/bohr

Geometry as XYZ:
```
11
Properties=species:S:1:pos:R:3:forces:R:3
O -2.009020 0.672538 -0.384938 -0.174 0.150 -0.091
C -0.642863 0.806442 -0.104260 0.580 0.125 0.266
C -0.091647 -0.477697 0.366975 -0.743 0.529 0.971
O 1.403802 -1.606378 -0.552914 1.282 0.151 0.294
C 1.295143 -0.655161 0.663613 -1.121 -0.732 -1.518
N 2.079674 -0.240875 1.479751 0.206 -0.047 0.085
H -2.353815 1.523747 -0.679580 0.030 -0.148 0.050
H -0.050363 1.150727 -0.968085 -0.153 0.002 0.031
H -0.429559 1.515353 0.717814 -0.167 0.035 -0.187
H -0.802984 -1.269449 0.606697 0.228 0.119 0.002
H 1.923146 -1.140267 -1.229290 0.032 -0.184 0.098
```
Positions in Å, forces in eV/Å.

---

Computed, not measured: a structure of composition C10H19N2, with ωB97M-V/def2-TZVPD.

Properties
Energy relative to the best compared isomer or geometry (same formula, charge and spin)   161.9 kcal per mole
Maximum force   0.0881 Eh/bohr
Total charge   +1

Geometry as XYZ:
```
31
Properties=species:S:1:pos:R:3:forces:R:3
C 3.190418 0.387580 -1.042423 -2.128 -0.295 -1.569
C 3.375033 0.024145 0.445848 1.890 2.409 -0.059
C 1.550788 0.613008 -1.155007 2.853 0.974 0.236
C -2.040798 0.177305 -0.558807 1.530 -1.647 -3.070
C -2.159219 0.615752 0.833213 -0.522 0.918 2.327
C 2.048168 -0.447456 0.946238 1.662 0.029 -0.378
C -1.719568 -0.770197 0.528744 0.305 2.626 0.508
C -3.076750 -0.154502 -1.658882 1.720 0.636 0.574
C -1.345695 1.814314 1.399808 -1.215 -0.355 0.293
C -1.305635 -1.975944 0.919398 -0.915 -0.544 -4.402
N 1.262876 -1.399534 0.222077 -2.681 -1.985 -0.963
N 1.045546 0.023293 0.041879 -2.106 -0.315 1.575
H 3.658989 1.304808 -1.394536 0.230 -0.008 0.511
H 3.465860 -0.353312 -1.817359 0.032 -0.058 0.822
H 4.369120 -0.436033 0.720921 -1.496 -0.176 -0.331
H 3.469779 1.063381 0.932893 -0.193 -1.416 -0.277
H 1.293526 1.697244 -1.113642 0.253 -0.744 0.111
H 1.064093 0.226168 -2.038168 0.076 -0.378 -0.226
H -1.026306 0.470574 -1.069903 -2.045 -0.203 1.136
H -3.153606 0.574256 1.316488 0.237 -0.075 -0.567
H 1.905606 -0.479984 2.016792 -0.370 0.222 0.059
H -2.778125 -1.037960 -2.197613 0.699 -0.161 -0.474
H -3.106618 0.700699 -2.325783 -0.565 -0.099 -0.149
H -3.994912 -0.478944 -1.276726 -1.702 0.293 0.764
H -0.776057 1.552292 2.331868 -1.185 0.764 -0.491
H -1.906705 2.802874 1.271730 0.261 -1.528 1.281
H -0.624190 1.995436 0.691588 2.203 0.129 -1.701
H -1.485962 -2.670419 0.020906 0.638 0.090 1.883
H -1.198949 -2.254654 1.898409 -0.124 -0.974 2.315
H 0.109579 -1.776786 0.670089 1.395 0.786 -0.457
H 1.365585 -2.023003 -0.611103 1.265 1.087 0.720
```
Positions in Å, forces in eV/Å.

---

Computed, not measured: a structure of composition C44H40IrN4O2P2S2, with ωB97M-V/def2-TZVPD.

Properties
Multiplicity   5
Energy relative to the best compared isomer or geometry (same formula, charge and spin)   21.9 kcal per mole
<S²>   6.02
Maximum force   0.0232 Eh/bohr
Total charge   +3

Geometry as XYZ:
```
95
Properties=species:S:1:pos:R:3:forces:R:3
Ir -0.441099 -0.104214 -0.199916 0.015 0.363 0.046
O 1.753194 -2.331414 -2.511716 -0.305 -0.822 -0.221
S 1.644566 -1.064764 -1.792239 0.787 0.351 0.046
C 3.087833 -0.989312 -0.686502 0.258 0.054 -0.344
C 4.393576 -1.161542 -1.174033 -0.668 0.121 0.300
C 5.471137 -1.193641 -0.298154 -0.462 0.005 -0.241
C 5.252940 -1.063213 1.057797 -0.637 0.057 0.287
C 3.954597 -0.917469 1.546759 0.317 -0.042 -0.157
C 2.860795 -0.891092 0.681710 -0.073 0.051 0.103
P 1.191248 -0.818924 1.395032 0.500 -0.146 0.184
C 1.414601 0.137588 2.916428 -0.167 -0.136 0.000
C 1.791723 1.478948 2.797345 -0.185 -0.295 -0.004
C 2.001269 2.239559 3.927770 -0.027 -0.069 0.075
C 1.835171 1.673617 5.184264 -0.001 -0.041 -0.042
C 1.464316 0.345591 5.307471 0.059 0.125 0.026
C 1.260822 -0.429175 4.180746 -0.081 0.024 -0.378
C 0.658350 -2.517837 1.718291 0.317 0.282 0.190
C -0.635506 -2.704293 2.203586 0.073 0.080 0.179
C -1.136682 -3.976922 2.358231 0.057 -0.052 0.080
C -0.361110 -5.077431 2.018932 -0.069 -0.105 0.318
C 0.922589 -4.902008 1.539700 0.050 0.215 0.029
C 1.440162 -3.625417 1.388255 -0.111 0.168 0.028
C 1.967367 0.236086 -2.989217 -0.012 -0.030 0.189
C 2.835302 -0.004178 -4.049653 -0.128 0.038 0.208
C 3.121997 1.012093 -4.945906 -0.042 -0.270 0.201
C 2.540081 2.254389 -4.787918 -0.183 0.127 0.175
C 1.623742 2.467896 -3.773567 -0.112 -0.060 0.094
C 1.311242 1.452297 -2.867035 -0.153 0.087 0.018
P -0.134880 1.675296 -1.784341 -0.047 0.293 -0.387
C -1.532927 1.868823 -2.929649 0.102 -0.127 0.097
C -2.170672 0.718346 -3.404993 0.240 -0.056 0.232
C -3.160342 0.821921 -4.364946 -0.037 -0.011 -0.038
C -3.520966 2.067600 -4.857000 0.102 -0.054 0.107
C -2.883872 3.209988 -4.397798 -0.034 -0.209 -0.013
C -1.890245 3.117492 -3.443837 0.099 -0.235 0.165
C 0.125645 3.244205 -0.933186 -0.135 -0.178 0.024
C 1.416929 3.645753 -0.601619 -0.046 -0.294 -0.084
C 1.608715 4.780139 0.162055 -0.104 0.188 0.090
C 0.519414 5.520616 0.593523 0.089 -0.096 -0.064
C -0.767855 5.127895 0.259494 0.065 0.110 0.045
C -0.971132 3.995120 -0.497780 0.284 -0.215 -0.089
H 4.568325 -1.280012 -2.222149 0.016 -0.016 -0.478
H 6.469186 -1.322654 -0.675707 0.200 -0.025 -0.139
H 6.080810 -1.087013 1.740860 0.197 0.007 0.221
H 3.793668 -0.827240 2.607329 0.018 -0.002 0.217
H 1.920043 1.919670 1.824775 0.063 0.167 -0.336
H 2.301966 3.266226 3.836819 0.093 0.288 -0.038
H 2.013408 2.263433 6.065602 0.030 0.138 0.198
H 1.355288 -0.094479 6.280340 -0.026 -0.129 0.284
H 0.997828 -1.465634 4.287039 -0.087 -0.309 0.004
H -1.247567 -1.849357 2.452100 -0.124 0.146 0.082
H -2.130693 -4.118676 2.736848 -0.307 -0.071 0.124
H -0.762591 -6.071557 2.127387 -0.042 -0.079 0.042
H 1.521290 -5.755127 1.281512 0.183 -0.212 -0.044
H 2.435061 -3.502106 1.002894 0.322 0.083 -0.088
H 3.246640 -0.983055 -4.190174 0.208 -0.385 0.009
H 3.791743 0.831302 -5.767057 0.151 -0.082 -0.169
H 2.767246 3.044989 -5.478808 0.042 0.221 -0.151
H 1.122425 3.419887 -3.703385 -0.079 0.171 0.004
H -1.865606 -0.265084 -3.049560 -0.050 0.096 -0.014
H -3.641462 -0.067291 -4.741172 -0.050 -0.091 -0.035
H -4.288098 2.147160 -5.605619 -0.180 0.013 -0.172
H -3.155452 4.169468 -4.790011 -0.089 0.335 -0.137
H -1.396746 4.010712 -3.106691 0.129 0.231 0.065
H 2.271910 3.081005 -0.947542 0.067 -0.053 -0.026
H 2.606333 5.096547 0.404450 0.256 0.096 0.065
H 0.673799 6.415693 1.166388 0.044 0.233 0.173
H -1.608041 5.723197 0.564821 -0.222 0.177 0.092
H -1.967017 3.720658 -0.792442 -0.328 -0.123 -0.040
C -3.916978 1.948888 4.616808 -0.363 -0.048 0.393
N -2.798464 1.874454 3.710119 0.278 -0.193 -1.011
C -2.892931 1.618944 2.414377 -0.496 -0.038 0.427
N -4.063500 1.440379 1.794815 0.614 0.148 0.524
S -1.395343 1.520083 1.526214 0.281 -0.285 -0.634
H -3.530451 2.141453 5.613296 -0.091 -0.019 0.005
H -4.456519 1.003074 4.621803 -0.105 -0.026 0.066
H -4.580344 2.764499 4.338721 -0.107 0.083 -0.003
H -1.870311 2.026349 4.080118 0.044 0.014 -0.103
H -4.944063 1.572129 2.267109 -0.099 0.047 0.080
H -4.084810 1.285606 0.801856 0.037 -0.001 -0.049
N -0.086349 -5.716902 -1.486990 0.942 -0.151 -0.489
C -1.210057 -5.591216 -0.785890 -0.531 1.006 -0.361
O -1.722306 -6.447361 -0.120611 -0.461 -0.890 0.480
C -1.866029 -4.225335 -0.820225 0.017 0.244 -0.107
C -3.256361 -4.125143 -0.808523 0.610 0.117 0.107
C -3.819179 -2.865516 -0.716800 0.399 0.287 0.073
C -2.978940 -1.770075 -0.604188 -0.469 -0.074 -0.140
N -1.643705 -1.859888 -0.617765 -0.091 0.604 0.065
C -1.105220 -3.068353 -0.732352 -0.021 -0.872 -0.310
H 0.359942 -6.625748 -1.502087 -0.045 0.170 -0.066
H 0.278892 -4.984625 -2.080408 -0.102 -0.219 0.043
H -3.858872 -5.013686 -0.839521 -0.149 -0.279 -0.034
H -4.884219 -2.730439 -0.707474 -0.248 0.081 -0.011
H -3.374584 -0.774556 -0.521611 -0.167 0.251 0.009
H -0.035028 -3.136090 -0.696022 0.291 0.018 -0.139
```
Positions in Å, forces in eV/Å.